Computed, not measured: a structure of composition C28H49ClMgN7O4 at a distorted geometry, with ωB97M-V/def2-TZVPD.

Cartesian coordinates (Å):
1 Mg -0.313 3.313 -0.573
2 Cl -0.089 -0.162 -0.306
3 O 0.153 -0.775 0.957
4 O -0.373 1.267 -0.063
5 O 1.072 -0.237 -1.154
6 O -1.219 -0.719 -0.971
7 C -3.233 6.664 4.141
8 C -2.753 5.732 3.036
9 C -1.454 4.996 3.429
10 C -0.911 4.262 2.317
11 N -0.549 3.588 1.456
12 H -4.264 6.961 3.951
13 H -2.688 7.610 4.136
14 H -3.148 6.240 5.141
15 H -2.531 6.395 2.194
16 H -3.523 5.022 2.742
17 H -1.707 4.251 4.192
18 H -0.747 5.687 3.888
19 C 2.487 2.068 2.649
20 C 2.673 1.233 3.912
21 C 1.406 0.396 4.189
22 C 0.275 1.295 4.431
23 N -0.567 2.054 4.607
24 H 2.550 1.431 1.766
25 H 3.238 2.858 2.612
26 H 1.507 2.539 2.717
27 H 2.722 1.923 4.763
28 H 3.595 0.657 3.958
29 H 1.514 -0.207 5.091
30 H 1.195 -0.215 3.308
31 C -5.972 -1.598 -1.829
32 C -4.827 -0.927 -1.089
33 C -4.602 0.571 -1.352
34 C -5.805 1.368 -1.511
35 N -6.759 2.001 -1.583
36 H -6.365 -2.437 -1.252
37 H -5.747 -1.860 -2.860
38 H -6.863 -0.959 -1.818
39 H -3.887 -1.487 -1.076
40 H -5.025 -1.047 -0.012
41 H -3.927 0.629 -2.210
42 H -4.016 0.989 -0.529
43 C -1.466 -5.989 0.576
44 C -1.030 -4.571 0.217
45 C 0.481 -4.328 0.220
46 C 1.100 -4.355 1.541
47 N 1.587 -4.393 2.582
48 H -1.143 -6.269 1.580
49 H -1.101 -6.751 -0.112
50 H -2.556 -5.972 0.598
51 H -1.437 -3.938 1.010
52 H -1.440 -4.255 -0.741
53 H 0.650 -3.335 -0.216
54 H 1.049 -4.960 -0.469
55 C 5.734 -2.212 1.733
56 C 4.232 -2.414 1.542
57 C 3.601 -1.581 0.426
58 C 4.501 -1.358 -0.708
59 N 5.180 -1.205 -1.622
60 H 5.994 -2.594 2.715
61 H 6.038 -1.178 1.565
62 H 6.257 -2.773 0.957
63 H 3.735 -2.219 2.495
64 H 3.980 -3.462 1.380
65 H 3.303 -0.584 0.772
66 H 2.667 -1.993 0.043
67 C -3.381 -3.044 -4.836
68 C -1.901 -2.806 -5.060
69 C -1.320 -1.808 -4.057
70 C -1.869 -0.456 -4.161
71 N -2.323 0.597 -4.225
72 H -3.612 -3.422 -3.839
73 H -3.839 -3.670 -5.600
74 H -3.937 -2.101 -4.912
75 H -1.717 -2.429 -6.066
76 H -1.355 -3.740 -4.916
77 H -0.232 -1.735 -4.128
78 H -1.489 -2.125 -3.023
79 C 4.069 2.924 -3.671
80 C 4.193 1.706 -2.758
81 C 4.014 2.026 -1.257
82 C 2.759 2.623 -0.907
83 N 1.753 3.067 -0.585
84 H 4.080 2.547 -4.695
85 H 4.889 3.630 -3.548
86 H 3.103 3.434 -3.617
87 H 5.180 1.270 -2.883
88 H 3.433 0.982 -3.052
89 H 4.839 2.708 -1.020
90 H 4.219 1.135 -0.663

Cartesian forces (eV/Å) of the 2 atoms listed first:
Mg 1.05 -2.33 1.40
Cl 0.30 -0.86 -0.92

## Properties
orbital gap	7.28	eV
charge	+1
E_LUMO	-5.61	eV